1.
{"formula": "C27H16F18N2O6PPt", "method": "wB97M-V/def2-TZVPD", "elements": ["Pt", "C", "C", "C", "C", "C", "N", "C", "C", "C", "C", "C", "C", "C", "C", "O", "C", "F", "F", "F", "C", "F", "F", "F", "C", "C", "C", "O", "C", "F", "F", "F", "C", "F", "F", "F", "H", "H", "H", "H", "H", "H", "H", "H", "H", "H", "H", "H", "O", "C", "C", "C", "C", "C", "C", "C", "O", "N", "O", "O", "H", "H", "H", "H", "F", "P", "F", "F", "F", "F", "F"], "positions_angstrom": [[-0.182, -0.551, -0.764], [-0.486, -2.072, 6.174], [-0.697, -1.437, 4.829], [-0.754, -0.050, 4.681], [-0.910, 0.515, 3.440], [-1.011, -0.293, 2.278], [-1.031, 0.305, 1.063], [-1.497, 1.615, 0.896], [-2.808, 1.889, 1.286], [-3.341, 3.149, 1.107], [-2.573, 4.166, 0.550], [-3.136, 5.546, 0.341], [-1.264, 3.881, 0.177], [-0.708, 2.617, 0.322], [0.756, 2.329, -0.027], [1.093, 0.998, -0.042], [1.649, 2.946, 1.090], [2.945, 2.759, 0.829], [1.459, 4.256, 1.270], [1.377, 2.346, 2.255], [1.117, 2.983, -1.400], [0.174, 2.715, -2.306], [1.251, 4.315, -1.349], [2.278, 2.506, -1.871], [-1.005, -1.701, 2.430], [-0.834, -2.231, 3.691], [-1.315, -2.609, 1.241], [-1.422, -1.964, 0.044], [-0.280, -3.792, 1.160], [-0.098, -4.169, -0.097], [0.915, -3.437, 1.655], [-0.672, -4.867, 1.860], [-2.754, -3.191, 1.443], [-3.041, -4.061, 0.482], [-2.935, -3.802, 2.620], [-3.641, -2.193, 1.389], [-0.769, -1.396, 6.980], [0.567, -2.330, 6.311], [-1.062, -2.992, 6.269], [-0.651, 0.589, 5.549], [-0.894, 1.590, 3.323], [-3.402, 1.082, 1.699], [-4.365, 3.343, 1.400], [-4.078, 5.675, 0.872], [-3.320, 5.730, -0.719], [-2.437, 6.308, 0.687], [-0.666, 4.681, -0.237], [-0.827, -3.307, 3.813], [1.729, -1.671, -0.289], [2.670, -1.830, -1.034], [2.902, -1.207, -2.360], [4.088, -1.515, -2.953], [4.410, -0.977, -4.211], [3.569, -0.133, -4.925], [2.370, 0.206, -4.359], [1.991, -0.294, -3.050], [0.913, 0.094, -2.588], [5.720, -1.341, -4.803], [6.417, -2.099, -4.164], [5.988, -0.861, -5.879], [3.465, -2.521, -0.720], [4.794, -2.178, -2.469], [3.874, 0.231, -5.894], [1.653, 0.846, -4.854], [-1.999, -0.725, -2.352], [-1.646, -1.909, -3.491], [-1.194, -3.029, -4.524], [-0.227, -2.154, -2.610], [-2.373, -2.972, -2.566], [-2.985, -1.565, -4.266], [-0.844, -0.786, -4.335]], "forces_ev_per_a": [[0.02, -0.13, 0.48], [0.01, 0.03, -0.06], [0.01, 0.01, 0.10], [0.01, -0.01, 0.01], [0.00, -0.02, -0.04], [-0.06, 0.19, 0.03], [0.02, 0.15, 0.09], [0.05, -0.23, 0.16], [-0.12, 0.00, 0.03], [-0.05, -0.04, 0.02], [-0.04, 0.09, 0.00], [0.03, -0.05, -0.01], [0.05, 0.01, -0.09], [0.07, 0.07, -0.03], [-0.01, -0.04, 0.12], [0.04, 0.34, -0.35], [-0.01, -0.14, -0.09], [0.09, 0.00, -0.03], [-0.06, 0.20, 0.02], [-0.04, -0.08, 0.12], [0.05, -0.15, 0.05], [-0.10, -0.05, -0.08], [0.02, 0.19, 0.05], [0.06, -0.07, 0.00], [0.02, -0.01, -0.08], [0.00, -0.14, 0.00], [-0.08, 0.08, 0.00], [0.00, -0.28, -0.12], [-0.13, 0.12, -0.04], [0.01, -0.06, -0.13], [0.17, 0.08, 0.05], [-0.07, -0.14, 0.11], [0.05, 0.03, -0.13], [-0.02, -0.08, -0.08], [0.01, -0.11, 0.21], [-0.06, 0.14, 0.00], [-0.01, 0.00, 0.00], [-0.01, 0.01, -0.01], [0.00, 0.01, -0.01], [-0.01, -0.01, -0.01], [-0.01, -0.02, 0.00], [0.01, 0.03, 0.00], [0.02, 0.00, -0.01], [0.00, -0.01, 0.00], [0.00, -0.02, 0.00], [0.00, 0.00, 0.00], [-0.01, -0.01, 0.02], [-0.01, 0.02, 0.00], [0.09, 0.04, 0.07], [-0.10, 0.16, -0.29], [-0.22, -0.03, 0.25], [0.23, -0.03, -0.22], [0.16, -0.09, 0.03], [0.02, -0.03, 0.03], [0.01, -0.06, 0.09], [0.02, 0.00, 0.02], [0.08, 0.22, -0.07], [-0.25, 0.00, 0.08], [0.09, -0.04, 0.04], [0.06, 0.04, -0.07], [0.06, 0.02, 0.00], [0.03, 0.02, -0.05], [0.00, 0.00, -0.01], [-0.02, -0.01, 0.04], [-0.05, 0.20, -0.10], [-0.10, 0.14, -0.12], [0.03, -0.03, 0.03], [-0.02, -0.32, -0.02], [0.02, -0.04, 0.00], [-0.03, -0.03, 0.00], [-0.02, -0.04, 0.01]], "lumo_energy_ev": [-1.50, -4.24], "spin_multiplicity": 6, "energy_ev": -104973.0505, "e_homo_ev": [-8.8, -9.6], "charge": 0}

---

2.
{"formula": "C17H11F10N3SbSe4Zn", "method": "wB97M-V/def2-TZVPD", "elements": ["Zn", "C", "N", "C", "C", "N", "C", "C", "F", "C", "F", "C", "F", "C", "F", "C", "F", "C", "C", "N", "C", "C", "F", "C", "F", "C", "F", "C", "F", "C", "F", "H", "H", "H", "H", "H", "H", "H", "H", "H", "H", "H", "Se", "Sb", "Se", "Se", "Se"], "positions_angstrom": [[-0.136, 0.040, 0.545], [2.976, -0.016, -0.049], [1.682, 0.091, -0.718], [1.565, 1.403, -1.361], [0.166, 1.701, -1.878], [-0.793, 1.400, -0.844], [-2.099, 1.637, -1.051], [-3.031, 1.205, -0.074], [-2.550, 0.573, 1.021], [-4.392, 1.373, -0.162], [-5.186, 0.926, 0.816], [-4.949, 2.002, -1.267], [-6.277, 2.184, -1.365], [-4.088, 2.442, -2.255], [-4.583, 3.058, -3.337], [-2.719, 2.263, -2.153], [-1.983, 2.733, -3.191], [1.484, -1.051, -1.625], [0.044, -1.552, -1.729], [-0.520, -1.659, -0.401], [-1.578, -2.457, -0.166], [-2.322, -3.237, -1.076], [-2.042, -3.220, -2.402], [-3.399, -4.022, -0.700], [-4.043, -4.731, -1.638], [-3.828, -4.078, 0.613], [-4.866, -4.848, 0.978], [-3.141, -3.312, 1.545], [-3.517, -3.331, 2.827], [-2.072, -2.540, 1.157], [-1.448, -1.808, 2.105], [3.800, -0.034, -0.776], [3.007, -0.926, 0.549], [3.114, 0.829, 0.624], [2.298, 1.494, -2.177], [1.819, 2.143, -0.597], [-0.015, 1.125, -2.797], [0.161, 2.755, -2.177], [2.081, -1.872, -1.223], [1.879, -0.812, -2.623], [0.100, -2.520, -2.231], [-0.550, -0.895, -2.378], [2.200, -0.122, 6.253], [0.595, -0.296, 4.513], [0.727, -2.743, 4.229], [-1.528, 0.313, 5.689], [0.745, 1.098, 2.537]], "forces_ev_per_a": [[0.01, 0.03, -0.30], [0.03, 0.01, 0.08], [-0.01, -0.05, 0.07], [0.02, 0.04, -0.04], [0.13, 0.04, -0.12], [0.11, 0.01, 0.30], [-0.19, -0.09, 0.03], [-0.04, 0.08, -0.13], [0.03, -0.04, 0.07], [-0.01, 0.05, -0.13], [-0.02, -0.01, 0.03], [0.16, 0.02, -0.02], [0.00, 0.00, -0.01], [-0.07, -0.08, 0.16], [-0.05, 0.02, -0.04], [0.00, -0.01, 0.01], [-0.01, 0.02, 0.00], [0.06, -0.04, -0.05], [0.00, 0.01, -0.13], [0.13, -0.05, 0.18], [-0.23, -0.03, 0.06], [0.00, 0.04, 0.04], [0.02, -0.01, -0.01], [-0.02, 0.03, 0.20], [-0.04, -0.04, -0.01], [0.17, 0.08, -0.11], [-0.01, -0.01, 0.00], [-0.02, -0.01, -0.09], [-0.03, -0.01, 0.05], [-0.05, -0.12, -0.05], [-0.01, 0.04, 0.04], [0.00, 0.00, 0.00], [0.00, 0.01, -0.01], [0.00, -0.03, -0.01], [-0.02, 0.02, 0.00], [-0.01, 0.01, -0.02], [0.00, 0.01, 0.00], [0.00, -0.02, 0.01], [-0.03, 0.01, -0.01], [-0.01, -0.03, -0.01], [0.00, 0.00, -0.02], [0.01, -0.02, 0.02], [0.26, 0.01, 0.22], [-0.36, -0.15, 0.05], [0.06, -0.08, -0.08], [-0.03, -0.03, -0.02], [0.05, 0.34, -0.16]], "lumo_energy_ev": [-0.02, 0.06], "spin_multiplicity": 1, "energy_ev": -365794.8643, "e_homo_ev": [-4.9, -4.9], "charge": -1}